Entry 1:
{"formula": "C6H7N3O", "method": "ωB97M-V/def2-TZVPD", "total_energy_ha": -472.21600, "e_above_lowest_kcal_mol": 79.0, "mol_weight_g_mol": 137.14, "orbital_gap_ev": [7.7809, 7.7779], "smiles": "CC1(C)C(C#N)=NC=[N+]1[O-]", "elements": ["C", "C", "C", "C", "C", "N", "N", "C", "N", "O", "H", "H", "H", "H", "H", "H", "H"], "xyz": [[-0.046, 0.560, 1.200], [0.278, -0.307, -0.001], [-0.186, 0.453, -1.261], [1.745, -0.842, -0.062], [2.905, -0.098, 0.006], [3.818, 0.562, 0.163], [1.714, -2.152, 0.011], [0.395, -2.539, 0.076], [-0.475, -1.519, 0.015], [-1.724, -1.640, -0.065], [-1.076, 0.753, 1.036], [0.646, 1.424, 1.053], [0.009, -0.047, 2.066], [-1.293, 0.690, -0.968], [0.133, 0.012, -2.268], [0.282, 1.462, -1.241], [0.116, -3.542, 0.240]]}

***

Entry 2:
{"formula": "C6H7N3O", "method": "ωB97M-V/def2-TZVPD", "total_energy_ha": -472.18523, "e_above_lowest_kcal_mol": 98.3, "mol_weight_g_mol": 137.14, "orbital_gap_ev": 8.8380, "smiles": "N#C[C@H]1N=C=COCCN1", "elements": ["N", "C", "C", "N", "C", "C", "O", "C", "C", "N", "H", "H", "H", "H", "H", "H", "H"], "xyz": [[2.063, 3.306, 1.064], [1.225, 2.717, 0.546], [0.188, 2.021, -0.217], [0.625, 1.232, -1.425], [1.298, 0.212, -1.538], [1.694, -1.044, -1.548], [0.708, -1.863, -0.936], [-0.456, -1.351, -0.361], [-0.071, -0.277, 0.698], [-0.657, 1.091, 0.433], [-0.545, 2.765, -0.616], [2.566, -1.580, -1.947], [-1.068, -2.185, 0.147], [-1.151, -1.028, -1.187], [-0.467, -0.431, 1.650], [1.038, -0.219, 0.894], [-1.544, 1.054, 0.032]]}

***

Entry 3:
{"formula": "C6H7N3O2", "method": "ωB97M-V/def2-TZVPD", "total_energy_ha": -547.50951, "e_above_lowest_kcal_mol": 47.0, "mol_weight_g_mol": 153.14, "orbital_gap_ev": 9.5331, "smiles": "COCc1nc(C#N)c(N)o1", "elements": ["C", "O", "C", "C", "N", "C", "C", "N", "C", "N", "O", "H", "H", "H", "H", "H", "H", "H"], "xyz": [[3.334, -0.490, 1.128], [3.072, 0.312, -0.057], [2.085, -0.378, -0.850], [0.637, -0.148, -0.528], [-0.225, -0.972, -0.260], [-1.452, -0.359, -0.058], [-2.590, -1.075, 0.263], [-3.701, -1.429, 0.175], [-1.147, 0.944, -0.105], [-2.030, 1.954, 0.352], [0.134, 1.136, -0.488], [2.454, -0.415, 1.758], [3.613, -1.541, 0.858], [4.145, -0.071, 1.587], [2.314, -1.429, -0.808], [2.240, -0.116, -1.881], [-2.474, 1.428, 1.137], [-1.452, 2.720, 0.734]]}

***

Entry 4:
{"formula": "C6H7N3O2S", "method": "ωB97M-V/def2-TZVPD", "total_energy_ha": -945.69507, "e_above_lowest_kcal_mol": 17.6, "mol_weight_g_mol": 185.21, "orbital_gap_ev": 9.0315, "smiles": "Nc1nc([C@]2(C(=O)O)CN2)cs1", "elements": ["N", "C", "N", "C", "C", "C", "O", "O", "C", "N", "C", "S", "H", "H", "H", "H", "H", "H", "H"], "xyz": [[-3.150, 1.667, -0.238], [-1.782, 1.697, 0.028], [-0.962, 0.698, -0.112], [0.234, 1.031, 0.350], [1.493, -0.287, 0.134], [2.920, 0.092, 0.247], [3.485, 1.071, -0.177], [3.581, -0.969, 0.812], [1.045, -1.372, -0.769], [1.176, -1.537, 0.675], [0.309, 2.210, 0.973], [-1.122, 3.094, 0.976], [-3.577, 0.786, -0.303], [-3.609, 2.507, -0.712], [2.893, -1.466, 1.230], [0.129, -1.064, -1.331], [1.796, -1.746, -1.463], [0.312, -1.459, 1.301], [1.114, 2.595, 1.557]]}

***

Entry 5:
{"formula": "C6H7N3S", "method": "ωB97M-V/def2-TZVPD", "total_energy_ha": -795.24811, "e_above_lowest_kcal_mol": 2.1, "mol_weight_g_mol": 153.21, "orbital_gap_ev": 10.0649, "smiles": "C[C@@](N)(C#N)c1nccs1", "elements": ["C", "C", "N", "C", "N", "C", "N", "C", "C", "S", "H", "H", "H", "H", "H", "H", "H"], "xyz": [[-1.700, -0.819, 0.455], [-0.119, -0.812, 0.574], [0.348, -0.743, 1.981], [0.383, -2.012, -0.098], [0.868, -2.843, -0.710], [0.430, 0.359, -0.166], [-0.057, 0.586, -1.310], [0.439, 1.712, -1.878], [1.400, 2.360, -1.147], [1.629, 1.492, 0.315], [-1.962, 0.137, 0.847], [-2.061, -1.631, 1.149], [-1.978, -1.100, -0.681], [-0.233, -0.156, 2.612], [0.500, -1.735, 2.265], [0.043, 1.936, -2.887], [2.070, 3.268, -1.319]]}

***

Entry 6:
{"formula": "C6H7N5O2", "method": "ωB97M-V/def2-TZVPD", "total_energy_ha": -657.04449, "e_above_lowest_kcal_mol": 30.8, "mol_weight_g_mol": 181.16, "orbital_gap_ev": 7.7534, "smiles": "Cc1[nH]c2[nH]c(N)nc(=O)c2[n+]1[O-]", "elements": ["C", "C", "N", "C", "N", "C", "N", "N", "C", "O", "C", "N", "O", "H", "H", "H", "H", "H", "H", "H"], "xyz": [[-0.254, -3.245, 1.246], [-0.029, -1.847, 0.709], [-0.956, -1.159, -0.035], [-0.443, 0.091, -0.282], [-0.867, 1.202, -0.980], [-0.054, 2.266, -1.061], [-0.525, 3.279, -1.831], [1.099, 2.472, -0.517], [1.554, 1.376, 0.214], [2.585, 1.534, 0.843], [0.789, 0.154, 0.288], [1.021, -1.071, 0.946], [1.919, -1.361, 1.754], [0.036, -3.283, 2.305], [-1.327, -3.475, 1.224], [0.304, -3.989, 0.721], [-1.843, -1.514, -0.376], [-1.472, 1.072, -1.749], [0.009, 4.116, -1.711], [-1.547, 3.385, -1.706]]}

***

Entry 7:
{"formula": "C6H7NO", "method": "ωB97M-V/def2-TZVPD", "total_energy_ha": -362.71418, "e_above_lowest_kcal_mol": 62.3, "mol_weight_g_mol": 109.13, "orbital_gap_ev": [8.7745, 8.7752], "elements": ["C", "C", "C", "C", "C", "C", "N", "O", "H", "H", "H", "H", "H", "H", "H"], "xyz": [[-2.218, 0.135, 0.059], [0.993, 1.351, 0.715], [0.474, 0.176, 1.105], [0.870, 1.443, -0.771], [0.023, -0.522, -0.068], [-0.209, -1.982, -0.234], [-3.301, 0.496, 0.164], [0.405, 0.163, -1.171], [1.413, 2.135, 1.312], [0.382, -0.206, 2.102], [0.130, 2.200, -1.069], [1.811, 1.657, -1.290], [0.739, -2.471, -0.471], [-0.895, -2.163, -1.058], [-0.617, -2.412, 0.675]]}

***

Entry 8:
{"formula": "C6H7NO", "method": "ωB97M-V/def2-TZVPD", "total_energy_ha": -362.66207, "e_above_lowest_kcal_mol": 95.0, "mol_weight_g_mol": 109.13, "orbital_gap_ev": 8.2533, "elements": ["C", "C", "C", "C", "N", "C", "C", "O", "H", "H", "H", "H", "H", "H", "H"], "xyz": [[1.702, 0.499, -0.343], [-1.491, -0.990, 0.391], [-0.465, -0.172, 0.827], [0.210, 0.296, -0.355], [-0.131, 0.141, 2.146], [-0.978, -0.611, -1.476], [-0.530, 0.624, -1.559], [-2.243, -1.875, 0.639], [-0.359, -0.572, 2.827], [-0.417, 1.060, 2.462], [-1.241, -1.356, -2.215], [-0.317, 1.322, -2.359], [1.991, 1.001, 0.582], [2.216, -0.465, -0.378], [2.052, 1.097, -1.188]]}

***

Entry 9:
{"formula": "C6H7NO", "method": "ωB97M-V/def2-TZVPD", "total_energy_ha": -362.61233, "e_above_lowest_kcal_mol": 126.2, "mol_weight_g_mol": 109.13, "orbital_gap_ev": 7.9578, "elements": ["C", "C", "C", "C", "C", "C", "H", "H", "H", "H", "H", "H", "H", "N", "O"], "xyz": [[-2.163, -0.329, 0.120], [-0.822, 0.048, -0.016], [-0.244, 1.314, -0.149], [1.124, 0.884, -0.173], [1.205, -0.495, -0.895], [0.346, -0.855, 0.389], [-2.338, -1.444, -0.005], [-0.574, 2.186, -0.809], [1.768, 1.625, -0.068], [0.485, -0.882, -1.527], [2.140, -1.110, -0.996], [0.282, -2.005, 0.716], [0.826, 0.553, 2.156], [1.190, 0.187, 1.166], [-3.225, 0.322, 0.091]]}

***

Entry 10:
{"formula": "C6H7NO", "method": "ωB97M-V/def2-TZVPD", "total_energy_ha": -362.69478, "e_above_lowest_kcal_mol": 74.5, "mol_weight_g_mol": 109.13, "orbital_gap_ev": 8.8747, "smiles": "C=C(C#N)C=O.C=C", "elements": ["C", "C", "C", "N", "C", "O", "H", "H", "H", "C", "C", "H", "H", "H", "H"], "xyz": [[-1.500, 0.965, -0.909], [-0.432, 0.141, -0.711], [-0.653, -1.299, -0.729], [-0.884, -2.401, -0.969], [0.863, 0.537, -1.379], [1.325, 1.642, -1.366], [-1.364, 2.034, -0.837], [-2.503, 0.593, -1.036], [1.422, -0.323, -1.803], [0.436, 0.342, 1.492], [0.745, -0.978, 1.615], [-0.441, 0.729, 1.989], [1.212, 1.068, 1.298], [0.093, -1.683, 2.110], [1.681, -1.367, 1.234]]}

***

Entry 11:
{"formula": "C6H7NO", "method": "ωB97M-V/def2-TZVPD", "total_energy_ha": -362.66802, "e_above_lowest_kcal_mol": 91.3, "mol_weight_g_mol": 109.13, "orbital_gap_ev": 10.1390, "elements": ["C", "C", "C", "C", "C", "C", "H", "H", "H", "H", "H", "H", "H", "N", "O"], "xyz": [[1.989, 0.050, -0.114], [0.556, 0.010, -0.009], [-1.429, 0.467, 0.494], [-1.607, -0.549, -0.453], [-0.469, -0.917, -0.932], [-0.328, 1.221, -0.275], [2.531, -0.848, 0.406], [2.359, 0.687, 0.734], [2.429, 0.190, -1.103], [-0.403, -0.764, 1.743], [-2.344, 1.088, 0.837], [-2.487, -1.126, -0.588], [-0.235, -1.967, -1.478], [-0.236, 0.087, 1.301], [-0.325, 2.369, -0.563]]}

***

Entry 12:
{"formula": "C6H7NO", "method": "ωB97M-V/def2-TZVPD", "total_energy_ha": -362.61989, "e_above_lowest_kcal_mol": 121.5, "mol_weight_g_mol": 109.13, "orbital_gap_ev": 8.3119, "smiles": "Nc1occ2c1CC2", "elements": ["N", "C", "O", "C", "C", "C", "C", "C", "H", "H", "H", "H", "H", "H", "H"], "xyz": [[2.419, -0.521, -0.126], [1.073, -0.559, 0.095], [0.628, -0.622, 1.383], [-0.641, -0.475, 1.523], [-1.167, -0.078, 0.248], [-0.001, -0.066, -0.682], [-0.742, 1.019, -1.508], [-1.956, 1.072, -0.755], [2.572, -0.745, -1.122], [2.984, -1.116, 0.412], [-0.888, -0.567, 2.664], [-0.834, 0.867, -2.713], [-0.133, 2.103, -1.698], [-3.012, 0.705, -1.349], [-2.045, 1.898, 0.095]]}